# 1
C6H9N | ωB97M-V/def2-TZVPD

Results
**HOMO energy**: -8.47 eV
**2S+1**: 1
**Total energy**: -288.6467 Ha
**SMILES string**: CN[C@@H]1[C@@H]2C=C[C@@H]21
**Kohn-Sham gap**: 9.66 eV
**E_LUMO**: 1.2 eV
**Energy relative to the best compared isomer or geometry (same formula, charge and spin)**: 84.9 kcal per mole

Element x y z (Å)
C 2.094257 0.281004 0.019653
N 0.852741 0.653066 0.677313
C -0.070199 -0.402637 0.931176
C -0.738609 -1.106388 -0.220123
C -0.901132 -0.046780 -1.292049
C -1.737781 0.687172 -0.546580
C -1.565306 -0.191361 0.670314
H 2.893344 0.277823 0.765203
H 2.365391 0.997936 -0.766267
H 2.064464 -0.715587 -0.451600
H 0.378509 1.425653 0.238017
H 0.181163 -0.997295 1.813480
H -0.923471 -2.166721 -0.362552
H -0.291193 0.159929 -2.167352
H -2.290336 1.602817 -0.720879
H -2.311839 -0.458634 1.412243

Atoms 1-3, force components in eV/Å:
0.2 0.0 0.1
0.1 0.3 0.5
0.0 0.0 0.1

Atom charges from the Löwdin analysis, given in e for atoms 1 to 5:
1 C -0.1200
2 N -0.0978
3 C -0.2622
4 C -0.1756
5 C -0.0547

# 2
C5H15N2O | ωB97M-V/def2-TZVPD

Results
**HOMO energy**: -13.14 eV
**Net charge**: +1
**2S+1**: 1
**Total energy**: -383.7008 Ha
**Kohn-Sham gap**: 3.74 eV
**E_LUMO**: -9.4 eV
**Energy relative to the best compared isomer or geometry (same formula, charge and spin)**: 219.8 kcal per mole

Element x y z (Å)
N 0.742298 1.161568 -0.875028
C 0.005035 0.534426 0.183417
C -1.287457 1.236678 0.461823
C -2.326314 0.957296 -0.718568
C -2.849127 -0.303040 -0.846477
C 0.824999 0.407978 1.418574
N 2.199784 -1.119505 -0.907595
H 0.347441 -0.174246 2.232725
H 0.396134 1.919490 -1.388625
H 1.457517 0.633930 -1.162562
H -0.130527 -0.519648 -0.177382
H -1.713071 0.911135 1.388868
H -0.985065 2.348847 0.581359
H -2.767930 1.611118 -1.387453
H -3.741465 -0.366617 -1.497439
H -2.419914 -1.174281 -0.405786
H 1.116830 1.456729 1.785699
H 1.711144 0.013921 1.115067
H 1.688320 -1.685476 0.057985
H 2.292052 -1.817674 -1.639603
H 3.115111 -0.731877 -0.642632
H 1.238584 -3.077638 1.425675
O 1.085628 -2.223125 0.997957

Atoms 1-3, force components in eV/Å:
-3.3 0.0 3.8
-1.2 1.1 -1.7
-0.5 1.9 -2.5

Atom charges from the Löwdin analysis, given in e for atoms 1 to 5:
1 N 0.3081
2 C -0.4441
3 C -0.1263
4 C -0.1060
5 C 0.0350

# 3
C4H3O2 | ωB97M-V/def2-TZVPD

Results
**HOMO energy**: -2.54 eV
**Net charge**: -1
**2S+1**: 1
**Total energy**: -304.6619 Ha
**Kohn-Sham gap**: 6.85 eV
**E_LUMO**: 4.3 eV
**Energy relative to the best compared isomer or geometry (same formula, charge and spin)**: 13.0 kcal per mole

Element x y z (Å)
C 1.539102 0.326671 -0.004606
C 2.625199 -1.741093 -0.389301
C 2.476745 1.135522 0.026054
C 0.094599 0.092156 0.003476
O 2.048418 -2.535047 0.250333
O 3.528162 1.742336 0.059625
H -0.342653 0.170499 -1.004960
H -0.440749 0.806197 0.644058
H -0.133170 -0.911085 0.371953

Atoms 1-3, force components in eV/Å:
-0.7 -0.2 -0.1
-0.9 -1.8 1.3
1.0 0.1 0.1

Atom charges from the Löwdin analysis, given in e for atoms 1 to 5:
1 C -0.2682
2 C -0.0558
3 C -0.4302
4 C -0.2089
5 O -0.0799

# 4
C9H21IN3O3 | ωB97M-V/def2-TZVPD

Results
**HOMO energy**: -5.05 eV
**Net charge**: -1
**2S+1**: 1
**Total energy**: -1043.1710 Ha
**Kohn-Sham gap**: 7.86 eV
**E_LUMO**: 2.8 eV
**Energy relative to the best compared isomer or geometry (same formula, charge and spin)**: 148.0 kcal per mole

Element x y z (Å)
I -1.679394 -0.533448 -0.116312
C -0.899826 1.282728 -3.139621
C -0.863332 2.361224 -2.024969
O -0.327821 3.391640 -2.234251
N -1.452571 2.043116 -0.856058
C -1.639934 2.952045 0.332208
H -0.000297 0.672080 -3.061768
H -0.934325 1.848154 -4.070867
H -1.644483 0.512860 -2.937450
H -1.520958 1.038048 -0.783531
H -1.539505 2.430632 1.284120
H -2.633818 3.390350 0.241804
H -0.931017 3.779020 0.291442
C 0.495070 -1.090406 2.760284
C 0.987630 0.220832 2.242166
O 1.682026 0.899813 3.065004
N 0.638884 0.572888 1.038278
C 0.973893 1.843625 0.402544
H -0.313761 -1.459357 2.129606
H -0.020482 -0.790931 3.672769
H 1.408022 -1.670118 2.896569
H 0.000086 0.026097 0.478753
H 2.013244 1.911689 0.081260
H 0.784454 2.698917 1.051155
H 0.401312 2.221797 -0.444356
C -0.677864 -3.888443 0.333584
C 0.665564 -3.289283 -0.113929
O 1.604588 -4.089507 -0.292379
N 0.745298 -1.924195 -0.154229
C 1.806823 -1.118343 -0.765813
H -1.572751 -3.395387 -0.046112
H -0.815732 -3.920864 1.414341
H -0.861196 -4.880695 -0.078655
H -0.138071 -1.468780 0.025704
H 1.453879 -0.183445 -1.201131
H 2.423162 -1.615126 -1.515093
H 2.383204 -0.779228 0.094936

Atoms 1-3, force components in eV/Å:
-7.9 -4.8 0.5
0.2 0.0 1.4
-2.0 -2.5 0.2

Atom charges from the Löwdin analysis, given in e for atoms 1 to 5:
1 I 1.0064
2 C -0.0085
3 C -0.6473
4 O 0.0521
5 N -0.1649